No. 1
{"formula": "C4H5F", "method": "the ωB97M-V functional and the def2-TZVPD basis", "e_homo_ha": -0.341, "charge": 0, "lumo_energy_ev": 0.947, "multiplicity": 1, "gap_ev": 10.239, "species": ["C", "C", "C", "C", "F", "H", "H", "H", "H", "H"], "xyz": [[-1.9341, -0.0304, -0.0085], [-0.7969, -0.7016, -0.0212], [0.5329, -0.0567, 0.0096], [1.7072, -0.6575, 0.0097], [0.4667, 1.3156, -0.0032], [-2.8558, -0.5773, 0.0480], [-1.9824, 1.0544, 0.0343], [-0.7421, -1.7845, 0.0522], [1.6666, -1.7488, -0.0417], [2.6583, -0.1075, -0.0014]], "forces_ev_per_angstrom": [[-0.18, 0.13, 0.24], [1.14, 0.19, 0.41], [-0.65, 0.86, -0.30], [0.29, -0.31, -0.15], [0.10, -0.74, 0.09], [-0.35, -0.05, -0.09], [0.12, -0.21, -0.17], [-0.23, 0.10, -0.21], [0.36, 0.42, 0.12], [-0.59, -0.39, 0.05]], "lowdin_charge": [0.029, -0.130, -0.370, 0.073, 0.018, 0.054, 0.070, 0.105, 0.071, 0.079]}

No. 2
{"formula": "C3H39NO15", "method": "the ωB97M-V functional and the def2-TZVPD basis", "e_homo_ha": -0.359, "charge": 0, "lumo_energy_ev": 0.157, "multiplicity": 1, "gap_ev": 9.921, "species": ["C", "C", "C", "N", "H", "H", "H", "H", "H", "H", "H", "H", "H", "H", "H", "O", "H", "H", "O", "H", "H", "O", "H", "H", "O", "H", "H", "O", "H", "H", "O", "H", "H", "O", "H", "H", "O", "H", "H", "O", "H", "H", "O", "H", "H", "O", "H", "H", "O", "H", "H", "O", "H", "H", "O", "H", "H", "O"], "xyz": [[-1.4571, -1.5754, -2.1302], [-2.2250, -1.8885, -0.8222], [-1.4788, -3.0509, -0.0796], [-1.8580, -0.2845, -2.6304], [-1.6121, -2.4557, -2.8085], [-0.4075, -1.5070, -1.9317], [-3.2592, -2.2206, -1.0938], [-2.3406, -0.9808, -0.1360], [-0.4979, -3.3051, -0.4100], [-2.1252, -3.8783, -0.1200], [-1.4355, -2.9230, 0.9178], [-1.9709, 0.3666, -1.8880], [-2.6774, -0.2251, -3.1112], [2.2742, -2.6713, -3.8954], [1.6411, -1.4369, -3.3043], [2.0381, -2.2508, -3.0991], [0.0974, 2.3207, -0.1259], [-0.1097, 1.3390, -1.1910], [-0.6848, 1.8150, -0.4879], [1.5455, -1.5156, 1.0742], [0.6081, -0.6608, 1.9438], [1.4657, -1.0621, 1.8900], [1.3475, 3.5576, -1.1230], [2.0262, 4.4177, -1.9976], [1.2241, 3.8754, -1.9587], [-1.7858, -2.0384, 2.6351], [-0.5505, -2.3902, 3.2839], [-1.1928, -2.7852, 2.8538], [2.0195, 0.9493, 1.1162], [3.2721, 0.9108, 0.3406], [2.4732, 1.4929, 0.5366], [1.0970, -1.4544, 4.8752], [1.8511, -0.4954, 3.7595], [1.4550, -0.6466, 4.5910], [1.4890, 3.1545, 3.3441], [0.8295, 1.6989, 3.6386], [0.9624, 2.4531, 3.0587], [-3.9224, 0.4471, 1.9193], [-3.3987, 1.7970, 1.2783], [-3.4982, 1.2467, 2.0843], [-1.8376, 0.5684, 2.4674], [-0.8206, 0.3240, 1.3377], [-0.9669, 0.1542, 2.1986], [0.1771, 4.0063, 1.1877], [1.2692, 2.8808, 1.2433], [1.0901, 3.7921, 0.8305], [3.1280, -0.1706, -2.3366], [3.6021, -1.1280, -1.3994], [4.0576, -0.3802, -1.9676], [-0.1230, 0.3535, -3.2896], [1.0479, 1.4363, -3.1721], [0.8427, 0.4796, -3.3713], [-3.3860, 2.9339, -1.5772], [-2.3826, 2.2387, -0.7266], [-3.2773, 2.1905, -1.0981], [2.2969, -3.0491, 0.2086], [1.6765, -2.5167, -0.9851], [2.3773, -2.2531, -0.3469]], "forces_ev_per_angstrom": [[-1.59, -0.44, 0.98], [0.60, -0.49, 0.51], [-1.77, 0.89, -2.36], [2.82, 0.28, -0.21], [0.11, 1.13, 0.15], [0.77, -0.21, 0.25], [0.76, 0.37, 0.30], [0.35, -0.95, -1.06], [0.66, -0.06, -0.69], [-0.47, -1.65, -0.56], [0.50, 0.87, 3.02], [-0.04, 0.43, 0.77], [-2.68, -0.30, -1.78], [0.43, -0.65, -1.46], [-0.92, 2.01, -0.76], [0.14, -1.30, 2.07], [-1.31, 0.06, 0.13], [-1.78, 0.66, 1.15], [3.35, -0.93, -1.12], [0.23, -0.52, -1.57], [-0.95, 0.05, 0.31], [0.84, 0.74, 1.52], [0.01, -1.48, 4.02], [-0.28, 0.08, -0.62], [0.33, 1.42, -3.65], [0.47, -0.57, 0.14], [5.26, 2.98, 3.36], [-5.60, -2.32, -2.88], [-1.61, -1.95, 2.15], [-1.31, 1.29, -0.06], [3.00, 0.23, -2.27], [-0.17, -1.69, -0.56], [0.37, -1.30, -1.56], [-0.15, 3.02, 2.33], [1.40, 1.18, 1.42], [0.38, 0.32, 0.58], [-1.87, -1.87, -1.62], [-1.34, -1.85, -1.02], [-0.51, -0.87, 0.34], [1.60, 2.72, 0.58], [1.07, -0.21, -0.73], [0.25, 1.43, -4.89], [-1.56, -0.85, 5.29], [1.66, -0.18, -0.54], [0.05, 2.00, -0.41], [-1.68, -1.37, 0.96], [2.31, 0.36, 0.08], [2.11, 1.44, -1.10], [-4.25, -1.65, 1.14], [-0.33, 0.12, -0.07], [-0.39, -1.36, -0.45], [0.66, 1.26, 0.60], [-0.64, 3.91, -2.52], [0.20, 0.02, -0.32], [0.37, -3.89, 2.84], [0.79, 0.27, 0.21], [0.77, 0.73, -0.39], [-1.42, -1.39, 0.01]], "lowdin_charge": [-0.269, -0.196, -0.075, 0.014, 0.143, 0.067, 0.113, 0.104, 0.060, 0.063, -0.021, 0.022, 0.050, 0.040, -0.026, -0.009, 0.028, 0.090, -0.086, -0.022, -0.019, -0.031, -0.084, 0.062, -0.025, 0.054, -0.071, -0.001, -0.044, 0.097, -0.039, 0.013, -0.015, -0.016, 0.032, 0.045, -0.022, 0.020, 0.057, -0.016, 0.064, -0.053, -0.031, 0.093, 0.016, -0.118, 0.034, 0.039, -0.140, -0.001, 0.064, -0.084, -0.016, -0.007, -0.014, 0.085, 0.044, -0.062]}